Run one
The following is a DFT calculation (ωB97M-V/def2-TZVPD) of C3H3FN2O in the gas phase.

The frontier orbital gap is 0.363 hartree. The structure (SMILES) is Nc1nocc1F. Its total charge is 0. The molar mass comes out at 102.07 g mol⁻¹.

```
10
C3H3FN2O, DFT ωB97M-V/def2-TZVPD
N -1.5692 0.4964 0.7327
O 0.8559 0.0460 -1.6760
N -0.2754 0.5680 -1.2801
F 0.8018 -1.0501 1.5356
H -2.3312 1.0100 0.0150
H -1.3712 0.9321 1.6714
H 2.2346 -1.0820 -0.7843
C -0.3814 0.2074 0.0281
C 1.4908 -0.4401 -0.6108
C 0.5453 -0.6876 0.3684
```

***

Run two
The following is a DFT calculation (ωB97M-V/def2-TZVPD) of C3H3FN2O in the gas phase.

The frontier orbital gap is 0.347 hartree. The structure (SMILES) is Nc1cnc(F)o1. Its total charge is 0. The molar mass comes out at 102.07 g mol⁻¹.

```
10
C3H3FN2O, DFT ωB97M-V/def2-TZVPD
C -1.7051 -0.1725 -0.0627
N 1.6626 -0.7480 -0.1357
H 0.4771 2.0662 0.0064
H 2.3890 -0.0362 -0.2157
H 1.8327 -1.3839 0.6092
C -0.0620 1.1075 -0.0197
C 0.4194 -0.1464 -0.0332
F -2.8851 -0.7646 -0.0472
O -0.6553 -1.0035 -0.0596
N -1.4733 1.0813 -0.0419
```

***

Stability summary - winner: run two; margin: 0.1214 hartree.

***

Run one
The following is a DFT calculation (ωB97M-V/def2-TZVPD) of C5H6O in the gas phase.

The frontier orbital gap is 0.349 hartree. The structure (SMILES) is C1=C[C@@H]2C[C@@H]2O1. Its total charge is 0. The molar mass comes out at 82.10 g mol⁻¹.

```
12
C5H6O, DFT ωB97M-V/def2-TZVPD
C 0.9368 1.2641 0.2607
H 0.2520 1.8196 0.9988
C 0.9590 -0.2337 0.2357
H 0.8179 0.4725 -1.8007
H 1.9694 -0.6448 0.0471
H 1.8340 1.7657 -0.1135
C -1.1991 -0.6484 0.2875
H -0.0410 -1.9819 1.4479
H -2.1790 -1.0999 0.3703
C -0.1122 -1.0603 0.9176
O -1.0019 0.0854 -0.7657
C 0.3092 0.5093 -0.8389
```

***

Run two
The following is a DFT calculation (ωB97M-V/def2-TZVPD) of C5H6O in the gas phase.

The frontier orbital gap is 0.370 hartree. The structure (SMILES) is C=COC1C=C1. Its total charge is 0. The molar mass comes out at 82.10 g mol⁻¹.

```
12
C5H6O, DFT ωB97M-V/def2-TZVPD
H -2.6072 0.3249 -0.9756
C 1.0738 -0.5846 0.1567
H 1.1500 -1.2318 1.0388
C -2.3541 0.2364 0.0803
H -0.9049 -0.3683 1.5281
H 2.9445 -0.4888 -1.4459
C 1.7219 0.7433 0.0405
C 2.2036 -0.2060 -0.7052
H -3.0780 0.5723 0.8205
O -0.2346 -0.7323 -0.3937
C -1.1882 -0.2746 0.4720
H 1.6821 1.8003 0.2898
```

***

Run three
The following is a DFT calculation (ωB97M-V/def2-TZVPD) of C5H6O in the gas phase.

The frontier orbital gap (alpha / beta) is 0.247 / 0.247 hartree. Its total charge is 0. The molar mass comes out at 82.10 g mol⁻¹.

```
12
C5H6O, DFT ωB97M-V/def2-TZVPD
C -0.0372 -1.4037 -0.2164
H 0.6704 1.7994 -0.4645
H 1.4634 -0.5064 -1.3587
C 1.0650 -0.4066 -0.3290
C 0.3228 0.8717 -0.0020
H -0.7008 1.5207 1.9133
H -1.9555 1.0006 -0.5178
O -1.2236 -0.9739 -0.3473
C -1.1385 0.5071 -0.0003
H 0.1005 -2.4837 -0.3094
H 1.8826 -0.6068 0.3671
C -0.4491 0.6816 1.2650
```

***

Stability summary - winner: run one; margin: 0.0371 hartree.

***

Run one
The following is a DFT calculation (ωB97M-V/def2-TZVPD) of a gas-phase ion, C4H7N2O (charge +1).

The frontier orbital gap is 0.420 hartree. The structure (SMILES) is C#CCNC(=[NH2+])O. Its total charge is +1. The molar mass comes out at 99.11 g mol⁻¹.

```
14
C4H7N2O, DFT ωB97M-V/def2-TZVPD
H -1.2026 -1.7996 0.5170
H -0.9675 -0.8060 1.9128
H 0.9945 -1.4800 0.7461
H 3.1663 -0.4322 -0.0715
O 0.5361 1.3524 -0.6181
H -0.5278 1.3973 -0.5022
H 2.7548 0.9309 -0.9408
N 0.4373 -0.6873 0.4920
C -1.8046 0.0597 0.0524
N 2.4294 0.1748 -0.4777
C -0.9372 -0.8167 0.7639
H -3.2943 1.1600 -1.2336
C -2.6886 0.7084 -0.4698
C 1.1042 0.2385 -0.1706
```

***

Run two
The following is a DFT calculation (ωB97M-V/def2-TZVPD) of a gas-phase ion, C4H7N2O (charge +1).

The frontier orbital gap is 0.350 hartree. The structure (SMILES) is CC1=CCN[N+]1=O. Its total charge is +1. The molar mass comes out at 99.11 g mol⁻¹.

```
14
C4H7N2O, DFT ωB97M-V/def2-TZVPD
H 0.4406 0.9925 -2.4443
H 1.2053 0.3978 2.0563
H -1.1254 0.1357 -2.3876
H -0.9927 1.7075 -1.5367
H 1.0477 -1.9939 1.3600
C -0.1693 0.7632 0.5982
H -0.4504 1.8739 0.6983
N 0.2497 -1.2098 -0.2258
N 0.3763 -1.3217 1.0303
H -0.5614 -0.0521 2.5765
C -0.4596 0.7806 -1.8485
C 0.2184 -0.0269 1.6936
C -0.2023 0.0977 -0.5575
O 0.4232 -2.1447 -1.0129
```

***

Run three
The following is a DFT calculation (ωB97M-V/def2-TZVPD) of a molecular structure, C4H7N2O.

The frontier orbital gap is 0.336 hartree. Its total charge is +1. The molar mass comes out at 99.11 g mol⁻¹.

```
14
C4H7N2O, DFT ωB97M-V/def2-TZVPD
H -0.2508 1.6785 0.0800
O 0.8640 -3.1652 -1.7020
H -1.2498 -0.1446 1.1219
C 1.6310 -1.5003 -0.0210
C -0.5310 -0.6367 0.5205
N -0.6760 1.1082 -0.5429
H 2.7604 -1.5963 -0.0994
C 0.9765 -0.5763 0.7205
N -0.8255 -1.6950 -0.1489
H 1.4889 0.1035 1.4723
C 0.8353 -2.3817 -0.8651
H -1.7280 1.1602 -0.6380
H -0.2153 1.0253 -1.5523
H -1.6675 -1.9784 -0.5468
```

***

Run four
The following is a DFT calculation (ωB97M-V/def2-TZVPD) of 2 unconnected molecules or ions with the total composition C4H7N2O.

The frontier orbital gap (alpha / beta) is 0.328 / 0.270 hartree. Its total charge is +1. The molar mass comes out at 99.11 g mol⁻¹.

```
14
C4H7N2O, DFT ωB97M-V/def2-TZVPD
H 0.9839 2.4163 -1.8592
C 0.4398 -1.1754 0.4902
H -1.2709 0.3199 2.9632
H 0.4033 -0.1018 -2.1022
H -0.5152 -0.8372 -2.9029
N -0.4373 0.8034 1.0728
C -0.0962 -1.3057 1.7616
N 0.1701 0.0419 0.0217
O 0.4856 1.8910 -1.0981
H -0.3975 1.7382 0.7570
C 0.7754 0.6115 -1.0929
H -0.1989 -2.2535 2.2708
C -0.5675 -0.0361 2.1129
H 0.8027 -1.9872 -0.1756
```

***

Stability summary - winner: run one; margin: 0.0253 hartree.

***

Run one
The following is a DFT calculation (ωB97M-V/def2-TZVPD) of C4H8ClN in the gas phase.

The frontier orbital gap is 0.384 hartree. The structure (SMILES) is C[C@H]1N[C@@H]1CCl. Its total charge is 0. The molar mass comes out at 105.57 g mol⁻¹.

```
14
C4H8ClN, DFT ωB97M-V/def2-TZVPD
C -1.8048 -1.8883 -1.3137
H -2.9256 -1.6279 -1.8367
C 1.3335 0.1748 0.0126
C -0.9631 -0.6681 -1.3064
N -0.9246 0.5985 -0.7026
Cl 1.1580 1.2041 1.6292
H -0.1664 -1.1617 0.7327
H -1.8296 1.0686 -0.0004
H -0.9993 -2.7311 -1.9001
H -1.9562 -2.5331 -0.2637
C -0.0923 -0.4748 -0.1628
H 2.0795 -0.5732 0.0765
H -0.1826 -0.7729 -2.2304
H 1.9262 0.8115 -0.7346
```

***

Run two
The following is a DFT calculation (ωB97M-V/def2-TZVPD) of 2 unconnected molecules or ions with the total composition C4H8ClN.

The frontier orbital gap (alpha / beta) is 0.339 / 0.263 hartree. Its total charge is 0. The molar mass comes out at 105.57 g mol⁻¹.

```
14
C4H8ClN, DFT ωB97M-V/def2-TZVPD
C 0.9455 -0.7637 -0.0448
Cl -2.7432 -0.4015 0.8276
H -2.7114 -0.3657 -1.7776
C 1.6738 -0.8036 1.2043
H 2.1127 -1.7858 1.5356
C 2.1230 0.0765 0.1451
H 1.9450 1.2230 0.0906
H -2.1958 1.2683 -2.1796
H -1.3673 1.3397 0.3528
N -2.2932 0.5006 -1.4645
H 1.2302 -0.3008 2.1181
H 0.0383 -0.3375 -0.2076
C -1.7846 0.5168 -0.1397
H 3.0269 -0.1663 -0.4602
```

***

Run three
The following is a DFT calculation (ωB97M-V/def2-TZVPD) of 2 unconnected molecules or ions with the total composition C4H8ClN.

The frontier orbital gap (alpha / beta) is 0.338 / 0.338 hartree. Its total charge is 0. The molar mass comes out at 105.57 g mol⁻¹.

```
14
C4H8ClN, DFT ωB97M-V/def2-TZVPD
H -0.9269 -0.2445 2.1945
H -0.0163 1.0328 -2.9279
C 0.4638 -1.4458 0.3710
N 0.5223 -0.0888 0.7136
H -1.4620 0.3722 0.7638
H -0.6568 -0.4259 -1.8177
C -0.6183 0.3496 1.4235
H -0.4813 -1.7731 0.0643
H 1.2291 -1.5024 -0.3562
Cl 1.3446 2.4421 -0.4152
H -0.5069 1.4528 1.5601
H 0.8841 -1.8634 1.2852
C 0.3283 1.1415 -0.8939
C -0.1040 0.5529 -1.9650
```

***

Stability summary - winner: run three; margin: 0.0246 hartree.

***

Run one
The following is a DFT calculation (ωB97M-V/def2-TZVPD) of a molecular structure, C4H8ClN.

The frontier orbital gap is 0.332 hartree. Its total charge is 0. The molar mass comes out at 105.57 g mol⁻¹.

```
14
C4H8ClN, DFT ωB97M-V/def2-TZVPD
C -0.9756 0.5580 0.0968
Cl -2.1704 -0.7775 0.2925
H 0.8387 0.4763 -1.8759
H 0.6232 -1.3002 -1.3198
N 0.2639 0.2678 0.4984
C 1.0890 -0.3814 -1.1793
H 2.1281 -0.1205 -0.9967
C -1.4601 1.7119 -0.3038
C 0.6340 -0.9379 1.2699
H 0.3031 -0.6698 2.2439
H -2.4797 1.7967 -0.4171
H 1.7547 -1.2472 1.2370
H -0.6809 2.3969 -0.5396
H 0.1319 -1.7731 0.9938
```

***

Run two
The following is a DFT calculation (ωB97M-V/def2-TZVPD) of 2 unconnected molecules or ions with the total composition C4H8ClN.

The frontier orbital gap is 0.372 hartree. The structure (SMILES) is CC1=N[C@H]1C.Cl. Its total charge is 0. The molar mass comes out at 105.57 g mol⁻¹.

```
14
C4H8ClN, DFT ωB97M-V/def2-TZVPD
C 0.7672 -0.1826 0.3931
H 0.5036 -0.9284 1.2279
C -0.1591 -0.0200 -0.8001
H -2.2611 -0.0261 -1.2692
H -1.3240 -3.0260 0.3049
C 1.7162 0.8542 0.9315
H -1.1687 1.0802 -2.3202
H 2.0026 0.6296 1.9356
H 1.2704 1.9028 0.8400
H 2.7786 1.0170 0.4992
H -1.4512 1.6777 -0.6296
N 0.8921 -0.6875 -1.0241
C -1.3578 0.7298 -1.2829
Cl -2.2089 -3.0209 1.1939
```

***

Stability summary - winner: run two; margin: 0.0450 hartree.

***

Run one
The following is a DFT calculation (ωB97M-V/def2-TZVPD) of C16H25NO in the gas phase.

The frontier orbital gap is 0.320 hartree. The structure (SMILES) is Cc1ccc(OCCN2CCCCCC2)c(C)c1. Its total charge is 0. The molar mass comes out at 247.38 g mol⁻¹.

```
43
C16H25NO, DFT ωB97M-V/def2-TZVPD
C 0.0102 -1.8446 -0.5674
H 1.1171 1.6297 -2.2114
H -1.3165 -1.3378 -2.1665
H -3.5637 -2.1441 0.5016
C -2.9886 2.0160 0.4139
C -2.9166 -1.3804 0.9261
O 0.6381 -0.8799 -0.9694
H -4.1555 -0.2879 -1.0154
H 6.2517 -0.3835 1.5175
H -3.1131 2.2186 -1.7111
C 4.1211 -1.0860 0.5877
H 0.5272 -2.7305 -0.8384
C 4.6620 0.0661 0.3975
C -2.7124 1.3936 -0.8342
H -0.0060 -2.1276 0.3025
C 1.5277 1.8396 -1.3907
H 6.5806 0.6514 0.1314
C 2.7228 -1.5037 0.1874
C 2.3733 0.6854 -0.5821
H 2.0516 2.8112 -1.5967
H 4.4319 -1.8164 1.1949
C -2.6672 1.0199 1.7156
H -2.7519 2.8663 0.7645
C -3.4866 -0.3348 1.5537
H -2.0799 -1.7907 1.0693
H -2.7258 1.6564 2.5181
C 1.9173 -0.6840 -0.5646
H -4.4774 -0.0066 1.4106
H -1.9055 -2.9361 -1.1333
H -3.5863 -0.6150 2.8234
H -4.1475 1.9660 0.5893
H -1.5689 0.5586 1.4711
H 2.2607 -2.4172 0.4121
C 5.9586 0.4069 0.9116
C -1.4477 -1.8709 -1.2896
H 5.8044 1.1774 1.5819
C 3.6309 0.9097 -0.0593
H -2.8950 -0.1495 -2.2597
N -2.3064 -0.9309 -0.3124
H 4.1108 2.0426 -0.5209
C -3.0337 -0.1649 -1.1593
H 0.7761 2.0223 -0.6636
H -1.6219 1.4852 -1.1357
```

***

Run two
The following is a DFT calculation (ωB97M-V/def2-TZVPD) of C16H25NO in the gas phase.

The frontier orbital gap is 0.366 hartree. The structure (SMILES) is CCCCCCCCNC(=O)c1ccc(C)cc1. Its total charge is 0. The molar mass comes out at 247.38 g mol⁻¹.

```
43
C16H25NO, DFT ωB97M-V/def2-TZVPD
C 0.3584 -0.0250 2.0490
H 0.4428 1.8321 -1.3339
H -0.1767 -1.1033 -2.2974
C -0.4836 1.1122 1.5738
H -0.2798 -3.1807 2.8272
H -0.3487 1.4024 -2.8502
H 0.7811 2.5195 2.5493
C 0.6168 1.5540 -2.3714
H -3.1390 1.9142 -0.3599
O 1.5448 0.1051 2.2870
C 0.9063 -3.4031 -1.2761
H 1.9875 -2.3408 -2.7854
C -0.0913 2.4017 1.9244
H -0.5391 -2.4586 -0.0090
H -1.2688 -1.2644 1.9853
C 0.4308 -2.4317 2.4723
C 1.1684 -2.9167 1.2198
H 1.7663 -3.7938 1.4719
H -1.8969 -0.0305 0.4118
C -0.7996 3.4983 1.4789
H 2.4175 0.4612 -1.9560
H 0.1506 -3.6824 -2.0152
H -2.8732 5.2231 0.9777
C -1.9108 3.3408 0.6562
C 1.6337 -2.1480 -1.7691
H -2.0584 5.0752 -0.5747
C -1.5881 0.9513 0.7436
H -0.3190 -4.1758 0.3084
H 2.5151 -1.9628 -1.1530
H 1.6267 -4.2224 -1.2167
N -0.2912 -1.2031 2.2123
H 1.1627 -2.2266 3.2583
C -2.6594 4.5384 0.1591
H -0.4872 4.4926 1.7639
C 0.2101 -3.2469 0.0770
H 1.6618 0.0438 -3.4951
H 1.1202 2.3800 -2.8684
C 1.4589 0.2861 -2.4489
C 0.7617 -0.8938 -1.7767
H -3.5956 4.2480 -0.3108
H 1.8481 -2.1199 0.9205
C -2.2885 2.0551 0.2920
H 0.5248 -0.6048 -0.7519
```

***

Stability summary - winner: run two; margin: 0.5087 hartree.